Computed, not measured: a cluster of 2 separate species, CH5O2 in total, with ωB97M-V/def2-TZVPD.

Calculated values
ΔE to the lowest compared entry with this formula, charge and spin	1.9	kJ/mol
LUMO energy	4.80	eV
HOMO level	-2.790	eV
HOMO-LUMO gap	7.59	eV

Geometry as ORCA input:
```
! wB97M-V def2-TZVPD RIJCOSX def2/J DEFGRID3
* xyz -1 1
C 0.586 -0.511 -0.866
O 0.472 0.716 -0.306
H 1.150 -1.258 -0.236
H -0.379 -1.022 -1.107
H 1.160 -0.510 -1.824
H -1.319 0.407 2.031
H -0.536 0.956 0.747
O -1.134 1.223 1.561
*
```

---

Computed, not measured: a structure of composition CH2N2P2 at a distorted geometry, with ωB97M-V/def2-TZVPD.

Calculated values
ΔE to the lowest compared entry with this formula, charge and spin	273.0	kJ/mol
LUMO energy (alpha / beta)	-1.39 / -4.33	eV
HOMO level (alpha / beta)	-8.092 / -9.938	eV
HOMO-LUMO gap (alpha / beta)	6.71 / 5.61	eV

Geometry as ORCA input:
```
! wB97M-V def2-TZVPD RIJCOSX def2/J DEFGRID3
* xyz 0 3
C 2.094 -0.329 -0.507
N 2.920 -1.045 -0.824
N -1.137 0.223 0.078
P -0.591 -1.229 -0.314
P -0.318 1.437 0.704
H -1.685 -1.717 0.356
H -1.282 2.659 0.507
*
```

---

Computed, not measured: a cluster of 3 separate species, C26H52BrFN3O4 in total, with ωB97M-V/def2-TZVPD.

Calculated values
LUMO energy	-4.04	eV
HOMO level	-10.380	eV
HOMO-LUMO gap	6.34	eV

Geometry as ORCA input:
```
! wB97M-V def2-TZVPD RIJCOSX def2/J DEFGRID3
* xyz 1 1
C 3.291 -0.304 -3.553
C 1.988 0.068 -4.258
C 0.862 -0.933 -3.982
C 0.079 -0.620 -2.668
C -1.452 -0.443 -2.856
C 0.377 -1.638 -1.607
C 0.046 -2.990 -1.728
C -0.710 -3.540 -2.909
C -2.234 -3.589 -2.703
F -2.879 -3.010 -3.787
C 0.409 -3.866 -0.719
C 1.064 -3.462 0.444
C 1.484 -4.419 1.524
C 2.924 -4.934 1.332
C 1.349 -2.126 0.540
N 1.017 -1.274 -0.458
Br 1.515 0.489 -0.099
H 3.734 -1.177 -4.033
H 3.104 -0.579 -2.510
H 4.013 0.508 -3.560
H 2.159 0.111 -5.335
H 1.672 1.070 -3.957
H 1.310 -1.928 -3.925
H 0.158 -0.949 -4.814
H 0.449 0.340 -2.334
H -2.017 -0.951 -2.077
H -1.707 0.612 -2.769
H -1.784 -0.788 -3.832
H -0.506 -2.997 -3.829
H -0.350 -4.558 -3.065
H -2.588 -4.617 -2.629
H -2.531 -3.046 -1.804
H 0.169 -4.917 -0.842
H 1.386 -3.919 2.488
H 0.785 -5.255 1.532
H 3.259 -4.801 0.303
H 2.990 -5.996 1.554
H 3.623 -4.407 1.979
H 1.849 -1.699 1.398
C 7.309 3.929 4.583
O 5.937 4.251 4.465
C 5.453 4.329 3.134
C 4.446 3.232 2.868
N 5.081 1.922 2.865
C 4.165 0.796 2.809
C 3.181 0.594 3.958
O 3.785 0.222 5.172
C 4.227 1.289 5.995
H 7.572 4.032 5.633
H 7.528 2.904 4.263
H 7.929 4.614 3.998
H 6.281 4.273 2.421
H 4.960 5.297 3.010
H 3.990 3.405 1.886
H 3.653 3.325 3.623
H 5.663 1.836 3.689
H 4.765 -0.115 2.727
H 3.583 0.872 1.883
H 2.524 -0.240 3.685
H 2.536 1.470 4.105
H 3.582 2.165 5.892
H 5.257 1.581 5.775
H 4.185 0.941 7.026
C -5.919 -1.638 -1.306
O -6.928 -0.708 -1.614
C -7.647 -0.193 -0.498
C -7.364 1.281 -0.314
N -5.989 1.504 0.113
C -5.563 2.898 0.116
C -5.511 3.630 -1.220
O -4.517 3.131 -2.099
C -4.910 2.048 -2.918
H -5.541 -2.018 -2.255
H -5.085 -1.181 -0.756
H -6.304 -2.478 -0.718
H -7.393 -0.750 0.409
H -8.711 -0.331 -0.699
H -8.037 1.678 0.451
H -7.608 1.782 -1.261
H -5.370 0.976 -0.488
H -4.559 2.935 0.548
H -6.218 3.457 0.790
H -5.241 4.669 -1.018
H -6.483 3.641 -1.725
H -5.963 2.110 -3.201
H -4.732 1.083 -2.430
H -4.306 2.085 -3.826
*
```

---

Computed, not measured: a cluster of 3 separate species, C4H10NOS in total at a distorted geometry, with ωB97M-V/def2-TZVPD.

Calculated values
ΔE to the lowest compared entry with this formula, charge and spin	665.5	kJ/mol
LUMO energy	0.64	eV
HOMO level	-3.689	eV
HOMO-LUMO gap	4.33	eV

Geometry as ORCA input:
```
! wB97M-V def2-TZVPD RIJCOSX def2/J DEFGRID3
* xyz -1 1
C 0.754 -0.702 1.660
N 0.125 0.442 1.688
C -0.771 0.746 0.676
O 0.341 1.882 -1.842
C 1.285 -1.390 0.564
C 1.372 -0.829 -0.802
S -3.490 -0.627 0.199
H 1.025 -1.085 2.644
H 0.820 0.123 -0.886
H -0.333 1.533 0.003
H -0.996 -0.063 -0.022
H -1.746 1.160 0.988
H -3.792 0.615 -0.240
H 1.905 -2.270 0.731
H 0.953 -1.475 -1.569
H 2.339 -0.404 -1.100
H 0.210 2.344 -2.692
*
```

---

Computed, not measured: a structure of composition C21H19N8O2PSn at a distorted geometry, with ωB97M-V/def2-TZVPD.

Calculated values
ΔE to the lowest compared entry with this formula, charge and spin	0.0	kJ/mol
LUMO energy (alpha / beta)	-7.61 / -7.73	eV
HOMO level (alpha / beta)	-13.736 / -13.627	eV
HOMO-LUMO gap (alpha / beta)	6.13 / 5.90	eV

Geometry as ORCA input:
```
! wB97M-V def2-TZVPD RIJCOSX def2/J DEFGRID3
* xyz 2 1
Sn 0.015 -0.362 0.191
C 0.766 5.273 -0.353
N 0.602 3.966 0.292
C 0.637 3.746 1.643
C 0.461 2.408 1.829
N 0.314 1.821 0.601
C 0.402 2.779 -0.317
P 0.302 2.551 -2.116
C -1.239 1.588 -2.119
N -1.564 0.662 -1.225
C -2.812 0.198 -1.548
C -3.249 0.874 -2.648
N -2.252 1.744 -2.998
C -2.293 2.659 -4.143
C 1.459 1.135 -2.196
N 1.553 0.127 -1.326
C 2.607 -0.663 -1.712
C 3.162 -0.114 -2.826
N 2.436 1.011 -3.115
C 2.681 1.897 -4.259
H 0.905 6.022 0.420
H -0.119 5.527 -0.931
H 1.638 5.272 -1.001
H 0.785 4.545 2.349
H 0.429 1.832 2.738
H -3.314 -0.560 -0.969
H -4.169 0.803 -3.203
H -3.231 2.512 -4.669
H -1.475 2.450 -4.829
H -2.236 3.692 -3.811
H 2.901 -1.544 -1.164
H 4.003 -0.424 -3.422
H 3.500 1.489 -4.843
H 2.952 2.894 -3.921
H 1.799 1.954 -4.892
O -0.156 -3.965 -0.622
N -0.456 -3.294 -1.530
O -0.543 -2.085 -1.624
N 1.047 -2.461 9.869
C 0.988 -2.216 8.749
C 0.900 -1.898 7.346
C 0.434 -2.852 6.445
C 0.390 -2.556 5.096
C 0.792 -1.296 4.647
C 1.236 -0.334 5.559
C 1.289 -0.634 6.905
C 0.754 -0.993 3.251
C 0.856 -0.747 2.061
H 0.126 -3.823 6.805
H 0.038 -3.292 4.388
H 1.544 0.640 5.205
H 1.648 0.093 7.620
*
```

---

Computed, not measured: a structure of composition C66H168F3N6O25Y at a distorted geometry, with ωB97M-V/def2-TZVPD.

Calculated values
LUMO energy	-0.45	eV
HOMO level	-7.390	eV
HOMO-LUMO gap	6.93	eV

Geometry as ORCA input:
```
! wB97M-V def2-TZVPD RIJCOSX def2/J DEFGRID3
* xyz 0 1
Y 1.767 3.754 -1.550
C 3.330 4.552 2.998
C 2.566 3.719 1.994
O 2.888 3.737 0.626
H 3.234 5.631 2.878
H 4.376 4.259 2.907
H 3.026 4.214 3.989
H 1.509 3.928 2.157
H 2.685 2.680 2.300
O 3.145 5.282 -2.542
H 3.423 4.832 -3.363
C 0.749 0.415 -0.611
O -0.054 1.069 0.378
O 1.086 1.410 -1.582
C 1.769 -0.717 -0.144
F 2.869 -0.226 0.319
F 1.284 -1.608 0.703
F 2.068 -1.367 -1.187
C -0.746 0.386 1.453
C -1.218 1.435 2.463
H -1.675 0.882 3.284
H -0.360 1.922 2.928
H -1.779 2.233 1.977
H -0.112 -0.283 2.035
H -1.506 -0.246 0.994
H -0.026 -0.176 -1.099
O -0.239 3.700 -0.156
H -0.393 2.811 0.162
H -1.002 4.196 0.141
O 3.807 2.454 -1.850
H 4.346 2.208 -2.602
H 4.411 2.440 -1.108
O 5.739 2.895 0.554
H 6.058 2.345 1.269
H 4.842 3.118 0.804
O 0.117 -2.456 -5.163
H 0.019 -1.512 -5.037
H 0.312 -2.796 -4.289
O 1.092 6.036 -0.633
H 0.624 6.143 0.195
H 1.622 6.829 -0.714
O -2.375 4.875 0.634
H -2.734 5.681 0.261
H -3.088 4.518 1.163
O 0.435 0.009 -4.329
H 0.620 0.220 -3.414
H 1.022 0.576 -4.830
O 1.839 3.140 -3.828
H 2.256 2.357 -4.188
H 1.348 3.508 -4.562
O -0.141 6.466 1.654
H -0.036 5.783 2.317
H -1.009 6.307 1.283
O -2.261 0.744 -4.583
H -2.076 1.683 -4.557
H -1.402 0.328 -4.518
O -0.236 4.710 -2.823
H -0.756 4.334 -3.533
H -0.600 5.586 -2.698
O 1.771 1.446 -6.343
H 1.738 0.605 -6.798
H 2.555 1.874 -6.685
O -4.694 4.532 2.094
H -5.238 3.755 2.219
H -4.422 4.779 2.977
C -4.888 8.575 -3.602
C -5.815 7.321 -3.909
C -5.318 6.866 -5.301
C -5.889 5.388 -5.649
C -5.321 4.355 -4.719
C -5.566 4.757 -3.222
N -5.465 6.243 -2.974
O -5.360 6.633 -1.617
C -6.969 4.375 -2.797
C -4.667 3.849 -2.297
C -7.334 7.678 -3.898
H -3.891 8.262 -3.291
H -5.288 9.084 -2.725
H -4.806 9.202 -4.490
H -5.734 7.443 -6.127
H -4.272 6.583 -5.420
H -5.743 5.056 -6.676
H -6.959 5.423 -5.443
H -4.280 4.165 -4.982
H -5.900 3.461 -4.949
H -7.700 4.980 -3.334
H -7.089 3.308 -2.983
H -7.147 4.509 -1.729
H -4.943 4.012 -1.255
H -4.656 2.799 -2.588
H -3.646 4.228 -2.339
H -7.567 7.904 -2.858
H -8.058 6.934 -4.232
H -7.486 8.593 -4.470
H -4.424 6.500 -1.456
C 5.705 -0.264 -1.340
C 6.577 -0.188 -2.649
C 7.504 -1.441 -2.718
C 6.872 -2.773 -3.175
C 6.289 -2.485 -4.611
C 5.172 -1.322 -4.572
N 5.780 -0.077 -3.921
O 5.043 1.098 -3.991
C 4.932 -0.993 -6.079
C 3.873 -1.908 -4.006
C 7.545 1.115 -2.588
H 6.124 0.217 -0.456
H 5.601 -1.239 -0.863
H 4.754 0.255 -1.456
H 8.410 -1.296 -3.307
H 7.834 -1.601 -1.691
H 6.055 -2.882 -2.461
H 7.691 -3.480 -3.042
H 5.865 -3.381 -5.064
H 7.142 -2.265 -5.252
H 4.191 -0.215 -6.264
H 5.844 -0.663 -6.577
H 4.584 -1.877 -6.613
H 3.078 -1.176 -4.149
H 3.555 -2.853 -4.446
H 3.941 -1.926 -2.918
H 6.945 2.013 -2.439
H 7.959 1.224 -3.590
H 8.291 1.117 -1.794
H 5.649 1.560 -4.574
C -1.481 -4.621 4.341
C -1.341 -3.195 3.672
C -2.070 -2.178 4.562
C -1.260 -1.771 5.810
C 0.183 -1.364 5.428
C 0.947 -2.363 4.582
N 0.081 -2.810 3.450
O 0.656 -3.710 2.595
C 2.271 -1.668 4.001
C 1.394 -3.474 5.529
C -2.088 -3.154 2.337
H -1.518 -4.506 5.425
H -0.804 -5.437 4.087
H -2.477 -5.042 4.200
H -2.324 -1.302 3.965
H -3.005 -2.607 4.924
H -1.260 -2.486 6.633
H -1.617 -0.816 6.195
H 0.828 -1.164 6.283
H 0.116 -0.457 4.826
H 1.846 -0.824 3.458
H 2.911 -1.421 4.848
H 2.897 -2.382 3.465
H 1.790 -4.299 4.936
H 2.019 -3.061 6.321
H 0.505 -3.857 6.029
H -1.893 -2.249 1.761
H -3.157 -3.267 2.519
H -1.802 -3.951 1.651
H 1.154 -3.189 1.960
C -2.872 -4.463 -1.160
C -1.729 -3.940 -2.086
C -0.384 -4.275 -1.530
C 0.142 -5.705 -1.813
C 0.164 -6.050 -3.339
C -1.267 -5.780 -3.958
N -1.831 -4.465 -3.509
O -3.047 -4.162 -4.091
C -1.095 -5.835 -5.462
C -2.206 -6.881 -3.640
C -1.836 -2.398 -2.097
H -2.822 -5.520 -0.900
H -3.782 -4.332 -1.745
H -2.956 -3.828 -0.278
H 0.382 -3.513 -1.675
H -0.456 -4.200 -0.445
H -0.691 -6.218 -1.334
H 1.064 -5.870 -1.256
H 0.362 -7.120 -3.403
H 0.883 -5.441 -3.888
H -2.066 -5.676 -5.931
H -0.574 -4.954 -5.838
H -0.600 -6.771 -5.717
H -1.776 -7.879 -3.728
H -2.443 -6.793 -2.580
H -3.185 -6.766 -4.106
H -2.728 -2.053 -2.619
H -1.076 -1.958 -2.742
H -1.855 -1.908 -1.124
H -2.834 -3.388 -4.617
C -8.093 2.986 1.575
C -7.294 1.708 1.964
C -6.510 1.293 0.668
C -5.437 0.219 0.933
C -4.607 0.574 2.146
C -5.369 1.011 3.444
N -6.390 1.987 3.058
O -7.100 2.526 4.261
C -5.961 -0.157 4.203
C -4.315 1.673 4.413
C -8.452 0.719 2.230
H -8.859 3.288 2.290
H -8.623 2.830 0.636
H -7.344 3.762 1.412
H -7.291 0.961 -0.016
H -5.951 2.077 0.157
H -4.808 0.034 0.062
H -5.871 -0.773 1.062
H -4.014 1.402 1.760
H -3.979 -0.291 2.360
H -6.764 0.052 4.910
H -6.289 -0.932 3.511
H -5.191 -0.598 4.837
H -4.053 2.659 4.028
H -4.740 1.887 5.394
H -3.459 1.013 4.549
H -8.903 0.980 3.187
H -8.102 -0.306 2.349
H -9.203 0.649 1.443
H -7.069 3.478 4.137
C 5.723 -7.412 3.100
C 5.036 -6.192 2.382
C 6.090 -5.108 2.160
C 5.590 -3.938 1.285
C 5.026 -4.483 -0.055
C 3.972 -5.601 0.101
N 4.474 -6.621 1.098
O 3.674 -7.807 1.285
C 2.638 -5.039 0.559
C 3.826 -6.126 -1.369
C 4.014 -5.734 3.406
H 5.081 -8.272 3.291
H 6.201 -7.216 4.060
H 6.510 -7.817 2.465
H 6.384 -4.741 3.143
H 6.926 -5.601 1.664
H 6.505 -3.441 0.966
H 5.054 -3.185 1.864
H 5.843 -4.821 -0.693
H 4.495 -3.726 -0.632
H 2.749 -4.490 1.494
H 2.157 -4.418 -0.197
H 2.014 -5.912 0.751
H 3.161 -6.988 -1.322
H 3.319 -5.375 -1.974
H 4.803 -6.418 -1.755
H 4.264 -5.971 4.440
H 3.073 -6.264 3.263
H 3.832 -4.671 3.244
H 3.938 -8.318 0.517
C 6.265 -0.441 4.272
C 5.974 0.037 2.839
C 4.551 0.656 2.888
O 6.845 1.070 2.490
H 7.320 -0.690 4.380
H 5.690 -1.344 4.482
H 6.021 0.297 5.036
H 6.051 -0.816 2.165
H 3.855 -0.123 3.199
H 4.281 1.136 1.947
H 4.429 1.424 3.652
H 7.711 0.657 2.517
C -1.260 2.523 6.103
C -1.544 4.034 5.789
C -1.558 4.438 4.330
O -2.764 4.434 6.463
H -2.012 1.821 5.746
H -1.078 2.309 7.156
H -0.329 2.169 5.661
H -0.805 4.647 6.306
H -0.560 4.385 3.895
H -1.847 5.488 4.294
H -2.244 3.851 3.720
H -2.495 5.075 7.125
*
```

---

Computed, not measured: an isolated molecule of CHI2NO at a distorted geometry, with ωB97M-V/def2-TZVPD.

Calculated values
ΔE to the lowest compared entry with this formula, charge and spin	206.0	kJ/mol
LUMO energy	-0.85	eV
HOMO level	-9.676	eV
HOMO-LUMO gap	8.82	eV

Geometry as ORCA input:
```
! wB97M-V def2-TZVPD RIJCOSX def2/J DEFGRID3
* xyz 0 1
C -0.014 0.149 -0.375
N 0.157 -0.029 1.130
O 1.284 0.037 1.620
I -1.656 1.431 -0.782
I -0.699 -1.878 -0.476
H 0.927 0.289 -1.117
*
```

---

Copy entry 2 word for word.
Computed, not measured: a structure of composition CH2N2P2 at a distorted geometry, with ωB97M-V/def2-TZVPD.

Calculated values
ΔE to the lowest compared entry with this formula, charge and spin	273.0	kJ/mol
LUMO energy (alpha / beta)	-1.39 / -4.33	eV
HOMO level (alpha / beta)	-8.092 / -9.938	eV
HOMO-LUMO gap (alpha / beta)	6.71 / 5.61	eV

Geometry as ORCA input:
```
! wB97M-V def2-TZVPD RIJCOSX def2/J DEFGRID3
* xyz 0 3
C 2.094 -0.329 -0.507
N 2.920 -1.045 -0.824
N -1.137 0.223 0.078
P -0.591 -1.229 -0.314
P -0.318 1.437 0.704
H -1.685 -1.717 0.356
H -1.282 2.659 0.507
*
```